No. 1
Computed, not measured: 3 unconnected molecules or ions with the total composition C5H7NO, with the ωB97M-V functional and the def2-TZVPD basis.

Total charge: 0
Energy relative to the best compared isomer or geometry (same formula, charge and spin) (eV): 3.8563

Each line ends with the Löwdin charge.
Cartesian coordinates (Å):
C 1.41466 1.05225 0.64000  -0.034
C 0.32980 0.14990 0.14249  -0.288
C -0.53989 -0.62721 0.91784  -0.052
C -1.56020 -1.06222 0.07129  -0.168
N -1.42852 -0.62476 -1.19968  0.033
C -0.54057 0.53786 -1.03217  -0.499
O -0.53310 1.52835 -1.69494  0.164
H 1.89171 0.65781 1.54100  0.083
H 0.94739 2.01180 0.89354  0.098
H 2.17693 1.25163 -0.11657  0.088
H 0.68232 -0.94071 -0.95667  0.177
H -0.37787 -0.93649 1.94386  0.116
H -2.32302 -1.79516 0.31420  0.116
H -0.13963 -1.20305 -1.46418  0.165

No. 2
Computed, not measured: a single C5H7NO molecule at a distorted geometry, with the ωB97M-V functional and the def2-TZVPD basis.

Total charge: 0
Energy relative to the best compared isomer or geometry (same formula, charge and spin) (eV): 4.7672

Each line ends with the Löwdin charge.
Cartesian coordinates (Å):
C 1.28563 0.30427 1.16984  -0.088
C 0.19618 0.78088 0.21607  -0.196
C -0.40218 -0.35777 -0.59179  -0.382
C -2.56357 -0.27905 -0.73877  0.071
O -1.50456 0.09461 -1.39973  -0.108
C 0.55140 -1.02972 -1.47781  -0.137
N 1.35063 -1.54765 -2.14065  0.184
H 0.89294 -0.42490 1.88725  0.083
H 1.69348 1.14486 1.73882  0.079
H 2.10883 -0.16541 0.62127  0.077
H -0.62493 1.25340 0.76960  0.119
H 0.58584 1.52454 -0.48618  0.130
H -0.82321 -1.16251 0.07138  0.153
H -2.52972 -0.07074 0.35350  0.016

No. 3
Computed, not measured: a molecular structure, C5H7NO, with the ωB97M-V functional and the def2-TZVPD basis.

Total charge: 0
Energy relative to the best compared isomer or geometry (same formula, charge and spin) (eV): 4.4972

Each line ends with the Löwdin charge.
Cartesian coordinates (Å):
C -1.60344 -1.05841 -0.01677  0.007
C -0.19431 -0.57782 0.05197  -0.270
C 0.35540 0.70700 -0.13179  -0.404
N -0.45873 1.86739 -0.31728  0.071
C 1.85129 0.66717 0.16362  -0.030
C 1.97912 -0.68723 0.38045  -0.159
O 0.78657 -1.40482 0.36051  0.050
H -2.18567 -0.36576 -0.63389  0.087
H -1.66653 -2.06511 -0.44318  0.090
H -2.07002 -1.09107 0.97721  0.092
H 0.15345 2.65502 -0.51819  0.083
H -0.92402 2.09173 0.55797  0.088
H 1.12347 0.58488 -1.05436  0.192
H 2.83118 -1.31528 0.61907  0.103

No. 4
Computed, not measured: a single C5H7NO molecule at a distorted geometry, with the ωB97M-V functional and the def2-TZVPD basis.

Total charge: 0
Energy relative to the best compared isomer or geometry (same formula, charge and spin) (eV): 5.3695
Structure (SMILES): CN[C@]12O[C@@]13C[C@H]32

Each line ends with the Löwdin charge.
Cartesian coordinates (Å):
C -2.11285 -1.09178 0.26377  -0.092
N -0.67659 -0.99885 0.53164  -0.014
C -0.08909 0.26550 0.40531  -0.467
O -0.46743 1.09611 -0.56480  0.001
C 0.86312 0.42249 -1.04025  0.010
C 1.85429 1.32912 -0.37963  -0.127
C 1.27235 0.40752 0.64370  -0.031
H -2.30681 -2.11373 -0.06926  0.082
H -2.69189 -0.92197 1.17591  0.079
H -2.44583 -0.39709 -0.51604  0.081
H -0.16369 -1.35385 -0.29817  0.119
H 1.62556 2.38952 -0.34939  0.112
H 2.88299 1.07490 -0.63042  0.110
H 1.80687 -0.38863 1.14924  0.138

- The highest energy relative to the best compared isomer or geometry (same formula, charge and spin) belongs to which entry?
  number 4